16
Properties=species:S:1:pos:R:3:forces:R:3 method="wB97M-V/def2-TZVPD" homo_lumo_gap_ev=8.816 e_tot_ev=-13393.8192 homo_energy_ev=-9.059 de_lowest_ev=0.807 charge=0 smiles="C=c1[nH]c(=O)c(=C)[nH]c1=O"
C 1.56128 0.67090 -2.50393 -1.4211 -1.8653 2.6717
C 0.58428 0.30375 -1.57656 1.9002 2.0530 -2.9433
N -0.59726 1.06610 -1.66575 -0.7787 -2.4759 2.5899
C -1.74282 0.68785 -0.95575 0.3373 2.0075 -1.4122
O -2.77467 1.28862 -1.17812 -0.2070 -0.5030 0.2403
C -1.60465 -0.32172 0.09143 -0.9760 -0.8222 3.6143
C -2.55206 -0.42205 1.08502 0.3630 0.9837 -2.1036
N -0.39335 -1.05315 0.24257 -0.2864 0.7508 -0.9057
C 0.69167 -0.82787 -0.59152 -0.4427 -1.3502 -0.3730
O 1.60376 -1.62431 -0.63711 0.3801 0.5305 0.2376
H 2.50827 0.14710 -2.53061 -0.1254 0.0702 -0.0242
H 1.35821 1.47041 -3.19541 0.0272 0.1136 -0.0603
H -0.79026 1.58806 -2.48054 -0.0471 0.6787 -0.7904
H -2.44507 -1.13642 1.86407 0.3102 -0.4734 0.5645
H -3.46357 0.20122 1.14186 0.7771 -0.4654 -0.5439
H -0.37359 -1.85476 0.89178 0.1892 0.7675 -0.7616

***

16
Properties=species:S:1:pos:R:3:forces:R:3 method="wB97M-V/def2-TZVPD" homo_lumo_gap_ev=8.760 e_tot_ev=-13391.8709 homo_energy_ev=-9.026 de_lowest_ev=2.756 charge=0
O -3.34862 -0.16555 -0.25677 4.3416 -0.4082 -0.1701
C -2.06145 -0.24358 -0.14003 -5.8962 -0.8294 1.3516
O -1.58447 -1.42186 0.28728 1.8205 0.4224 -1.7454
C -1.49710 1.13323 -0.11426 3.0461 1.2771 1.0090
C -0.26230 1.57624 0.38683 -1.9816 -3.7289 -3.2311
C 0.89437 0.66430 0.23752 -0.6436 -0.5386 0.3112
C 2.16562 0.94733 -0.05096 3.1692 2.2271 -1.6854
N 2.96845 -0.27511 -0.26219 -3.0183 2.8713 0.6406
C 1.97270 -1.18549 -0.11656 1.1988 -2.3554 1.2291
N 0.78149 -0.69805 0.15788 1.5454 -2.2864 -0.3911
H -0.52268 -1.56246 0.05172 -2.4447 1.6104 1.1666
H -2.23738 1.85410 -0.48472 0.3308 -0.3541 0.5531
H 0.02474 2.55830 0.23569 0.0570 2.1357 0.3331
H 2.45305 1.89905 -0.59224 0.2344 -1.0796 1.4686
H 3.91316 -0.32334 0.13400 -0.6107 -0.2940 -0.6658
H 2.31322 -2.26645 -0.07346 -1.1487 1.3306 -0.1738

***

17
Properties=species:S:1:pos:R:3:forces:R:3 method="wB97M-V/def2-TZVPD" homo_lumo_gap_ev="6.826 / 6.296" e_tot_ev=-24225.5490 homo_energy_ev="-8.980 / -8.436" de_lowest_ev=2.910 charge=0
C -0.67710 -2.30986 -0.07254 -0.9183 -0.6917 -1.4633
C -0.37342 -2.52627 1.22954 0.1063 2.7109 -0.3623
C -0.78133 -0.23803 0.55926 0.1288 -2.2096 2.0016
C -1.46775 1.79211 -0.68329 1.1869 1.5754 2.2881
C 2.18391 0.60730 -0.47601 3.6032 0.2312 -2.4145
C -0.79971 1.13079 0.51861 2.0443 2.1267 -0.9696
N -1.01548 -1.08339 -0.41028 0.1927 2.0811 -0.4437
N 1.30262 1.52861 -0.41335 -3.5966 0.8042 2.1709
O -1.50646 2.99299 -0.78075 -0.1179 -0.1067 -0.1411
O 2.30189 -0.42174 0.11309 -0.1021 -1.8721 1.0902
S -0.28062 -1.04041 2.08762 -0.5144 -0.5761 -1.5017
H -0.75518 -2.95099 -0.94509 0.2200 -0.8864 0.7698
H -0.10102 -3.43136 1.57693 0.8050 -2.6837 1.5666
H -1.88383 1.14975 -1.40283 -0.5838 -1.2066 -1.1137
H 3.09361 0.94589 -1.22941 -1.5482 -0.4567 1.0824
H -0.43627 1.65506 1.43932 -0.8788 -0.0591 -1.2215
H 1.19613 2.19954 -1.11083 -0.0272 1.2192 -1.3381

***

17
Properties=species:S:1:pos:R:3:forces:R:3 method="wB97M-V/def2-TZVPD" homo_lumo_gap_ev="6.685 / 4.091" e_tot_ev=-24225.5929 homo_energy_ev="-8.294 / -7.114" de_lowest_ev=2.867 charge=0
C -0.25208 -1.47114 0.02113 -1.1713 0.6901 -1.0867
C 0.47982 -2.31304 0.81451 -1.8863 -0.9344 -0.3474
C 2.18034 -0.79595 0.88481 3.6154 -0.5538 -0.0768
C 0.23658 -0.18647 -0.31945 -1.6314 -1.5962 0.1006
C 1.49670 0.23722 0.22062 -2.8805 -0.0344 -0.3502
C -1.51900 1.51948 0.14460 -0.3102 1.3013 -1.9441
N 1.73736 -1.99339 1.07801 0.8349 -0.7761 1.7836
N -0.73214 0.78566 -0.84749 1.8377 -0.9936 0.1408
O 1.78762 1.41778 0.15639 1.4582 2.2906 -0.2323
O -1.51781 2.21829 -2.76275 -1.4014 1.1307 -0.4093
S -0.65594 1.13120 -2.44001 1.4167 -1.4058 1.6736
H -1.26195 -1.77603 -0.30147 0.4816 0.2997 0.2126
H -0.07496 -3.22495 1.24412 1.5881 1.1875 -0.7145
H 3.28983 -0.59449 1.12654 -1.8384 -0.2319 -0.0951
H -1.15427 2.56644 0.18440 -0.4300 -0.5585 0.2605
H -2.52743 1.45806 -0.28866 -0.0146 0.5439 0.5112
H -1.51267 1.02130 1.08471 0.3315 -0.3592 0.5736

***

18
Properties=species:S:1:pos:R:3:forces:R:3 method="wB97M-V/def2-TZVPD" homo_lumo_gap_ev="6.599 / 6.482" e_tot_ev=-35055.8267 homo_energy_ev="-8.337 / -8.322" de_lowest_ev=7.224 charge=0
C -0.09808 -1.16107 0.06850 -0.2807 -2.2142 -0.1104
C 1.12652 -0.89904 -0.61971 1.2460 0.9046 0.8024
C -0.87648 -0.16763 0.48038 -3.2229 -2.0018 0.2739
C 1.70253 0.29598 -0.63581 -1.5508 -0.0648 1.5208
C -0.64995 1.19680 0.04695 2.7798 1.6950 0.4085
C 0.93628 1.47384 -0.12797 -3.0684 -0.9428 -0.5986
N 1.11196 2.60058 -1.02090 -1.1180 0.8321 -0.1674
N 1.49354 1.99973 1.12273 1.1241 0.2233 1.7349
O 0.91922 2.44267 -2.23704 0.4900 -0.3940 -0.6343
O 1.03184 1.84730 2.25825 -0.8826 -0.5404 -1.3073
S 2.86400 2.75972 0.85912 1.7433 0.8683 0.1546
S 0.69214 1.06153 -3.24705 -0.3224 0.6599 0.3423
H -0.24660 -2.29414 0.19966 -0.4803 2.0926 0.1183
H 1.69136 -1.71554 -0.95198 0.7211 -1.1570 -0.4872
H -1.94161 -0.43937 0.81550 1.8466 0.5779 0.0651
H 2.70103 0.57514 -0.68672 1.9137 -0.2601 -1.0878
H -1.05786 1.33248 -0.92006 -0.6077 0.1718 -1.2030
H -0.98352 2.02372 0.67757 -0.3310 -0.4507 0.1753

***

15
Properties=species:S:1:pos:R:3:forces:R:3 method="wB97M-V/def2-TZVPD" homo_lumo_gap_ev="7.231 / 6.557" e_tot_ev=-10775.5372 homo_energy_ev="-14.067 / -13.988" de_lowest_ev=6.120 charge=+1 smiles="C1=CC2=C(C1)CN=[N+]=N2"
C -1.52625 -1.36225 0.11722 0.7522 0.1950 -0.9003
C -0.30180 -1.88448 -0.03737 2.0640 -1.2522 0.6049
C 0.76755 -0.81739 -0.09039 -2.9780 0.4131 -0.9088
C 0.01953 0.43525 -0.18748 -0.3719 -3.7762 -0.4409
C -1.43720 0.07067 -0.22343 0.8360 1.8221 2.4224
C 0.69005 1.68738 -0.18735 1.8114 1.4401 0.2172
N 2.00757 1.48128 0.55217 0.2547 -1.3313 -0.7963
N 2.45395 0.36049 0.29819 1.4705 3.6827 1.9692
N 2.15196 -0.67567 -0.26162 -2.9352 -2.4752 -1.0505
H -2.34971 -1.81046 0.67624 -0.0656 -0.1128 -1.0417
H -0.13757 -2.96261 0.02536 0.4428 0.4798 0.3740
H -2.18041 0.63483 -0.83360 0.6230 -0.3975 0.8438
H -1.34116 0.39879 0.90489 -1.1727 0.6179 -0.9084
H 0.26921 2.45147 0.47529 -0.2597 0.1315 -0.7168
H 0.91429 1.99269 -1.22813 -0.4714 0.5631 0.3322

***

17
Properties=species:S:1:pos:R:3:forces:R:3 method="wB97M-V/def2-TZVPD" homo_lumo_gap_ev="8.070 / 8.072" e_tot_ev=-22116.7122 homo_energy_ev="-8.308 / -8.308" de_lowest_ev=7.840 charge=0
C 1.56849 2.34881 0.13747 -0.0881 0.8305 0.1330
C -2.89337 -0.94110 -0.10844 -0.7610 -0.8371 -1.3624
C 1.02559 -0.86796 -0.15480 -0.0154 -0.0455 0.4194
C 1.98759 -1.94090 0.06785 -3.1215 -0.7819 -3.1466
C 0.28203 2.43445 0.61830 -2.0072 -3.5002 -0.7627
C -1.78030 -0.19992 -0.76639 0.3839 -1.3961 2.6457
N 0.75043 2.64577 -0.76834 -0.4228 0.3099 0.0039
N -3.03498 0.29949 -0.07417 -1.0083 -0.3048 -0.1206
N 1.89740 -0.90429 -1.04216 -0.0101 0.4733 -0.5936
O -0.79289 -0.80924 1.77250 -0.6433 -0.6701 1.2281
P -0.43804 -0.08078 0.55880 0.4725 2.9253 -1.9505
H 2.58253 2.15482 0.26934 1.5241 -0.2424 0.1696
H -3.47585 -1.92949 -0.16391 1.0096 1.8140 0.8587
H 2.81852 -1.86686 0.58213 3.7517 0.6749 3.0724
H 1.79442 -2.94419 -0.27733 -0.4140 -0.2072 0.0778
H -0.50596 2.93461 1.17350 0.6908 0.1798 0.0272
H -1.78562 -0.33321 -1.82437 0.6591 0.7776 -0.6995

***

18
Properties=species:S:1:pos:R:3:forces:R:3 method="wB97M-V/def2-TZVPD" homo_lumo_gap_ev=8.603 e_tot_ev=-16374.8935 homo_energy_ev=-8.367 de_lowest_ev=0.190 charge=0 smiles="Cn1cnc2c(=O)[nH]c(O)nc21"
C 2.49019 -1.24866 0.10483 0.8954 0.8873 -0.7618
N 1.64160 -0.01522 0.00433 -1.9208 -1.1758 0.0089
C 1.94314 1.29452 -0.10323 1.6110 2.9075 -0.4419
N 0.92742 2.14156 -0.10513 0.2834 -0.8459 0.1248
C -0.19749 1.34081 -0.00566 1.9410 -1.6960 -0.2983
C -1.60218 1.62399 0.00495 -1.1156 -0.7451 0.5675
O -2.27879 2.60593 0.20121 0.6290 0.3611 -0.3751
N -2.33823 0.38279 -0.16042 -0.6541 -0.7900 0.8453
C -1.78699 -0.88399 0.01015 -0.7700 0.3482 -1.0299
O -2.60311 -1.96098 -0.03745 -2.4570 0.7687 0.0117
N -0.53312 -1.14614 0.05672 0.7539 0.6373 0.3916
C 0.24400 -0.01096 0.03959 -0.6078 0.3681 -0.1677
H 3.55743 -0.88951 0.40605 -1.9690 -0.8902 -0.6374
H 2.04358 -1.89251 0.86637 0.2470 0.2267 -0.0022
H 2.48354 -1.85161 -0.87419 0.1573 1.1982 1.3719
H 2.97853 1.72146 -0.26347 -1.2379 -1.0660 0.4300
H -3.37280 0.51454 -0.02111 1.6298 -0.1537 -0.2544
H -3.59674 -1.72603 -0.12355 2.5845 -0.3404 0.2168